# 1
C5H8O | the ωB97M-V functional and the def2-TZVPD basis

Last column: Löwdin charge in e.
Cartesian coordinates (Å):
C1 1.02 0.89 0.84  -0.1122
C2 0.12 0.89 -1.67  0.0570
C3 0.49 -0.58 0.67  -0.2372
C4 -0.87 -0.84 0.00  -0.1718
C5 -0.87 -0.18 -1.35  -0.2928
O1 -1.08 1.26 -1.32  0.0039
H1 2.10 0.83 0.97  0.0760
H2 0.57 1.32 1.74  0.0738
H3 0.90 1.66 0.07  0.0333
H4 1.21 -1.17 0.10  0.1085
H5 0.49 -0.98 1.69  0.1002
H6 -1.03 -1.93 -0.13  0.1167
H7 -1.73 -0.51 0.60  0.1201
H8 -1.32 -0.65 -2.21  0.1244

Summary:
LUMO (eV): 0.91
Energy above the lowest of the compared OMol25 structures with the same formula, charge and spin (kcal/mol): 90.22
Maximum force (eV/Å): 0.70
Highest occupied orbital energy (eV): -9.2
Spin multiplicity: 1
Orbital gap (Eh): 0.3730



# 2
C11H23N4 | the ωB97M-V functional and the def2-TZVPD basis

Last column: Löwdin charge in e.
Cartesian coordinates (Å):
C1 0.63 -1.78 2.62  -0.0956
C2 -0.70 1.09 -3.49  -0.1860
C3 -0.66 1.22 -1.93  -0.1676
C4 -0.82 -0.41 -3.86  -0.1855
C5 -0.10 0.10 -1.06  -0.1914
C6 0.19 -1.32 -3.10  -0.1178
C7 -0.90 1.59 2.59  -0.1887
C8 -0.35 -1.32 -1.60  -0.2766
C9 0.29 1.18 3.11  -0.2368
C10 1.62 1.60 2.67  -0.0941
C11 0.40 -2.38 -0.77  -0.1864
N1 0.52 -2.25 1.46  0.1310
N2 -0.14 -2.49 0.49  0.1615
N3 1.37 -2.30 3.69  0.1625
N4 -2.21 1.39 2.99  0.0805
H1 -1.50 1.58 -3.85  0.0596
H2 0.26 1.59 -3.90  0.1377
H3 -0.20 2.22 -1.57  0.1296
H4 -1.77 1.27 -1.67  0.1245
H5 -1.94 -0.61 -3.69  0.1491
H6 -0.59 -0.39 -4.87  0.0744
H7 0.94 0.09 -0.98  0.0966
H8 -0.47 0.10 -0.11  0.0539
H9 0.06 -2.41 -3.31  0.1146
H10 1.29 -1.04 -3.27  0.1560
H11 -0.81 2.06 1.69  0.0821
H12 -1.43 -1.67 -1.42  0.1696
H13 0.30 0.80 4.05  0.0629
H14 2.32 0.90 2.86  0.0340
H15 1.91 2.63 2.92  0.1017
H16 1.49 1.77 1.62  0.0699
H17 0.37 -3.27 -1.22  0.0992
H18 1.43 -2.19 -0.81  0.1227
H19 1.08 -3.28 3.74  0.1245
H20 1.44 -1.86 4.56  0.0933
H21 -2.21 1.46 4.00  0.1020
H22 0.28 -0.69 2.51  0.1337
H23 -2.97 1.87 2.52  0.0990

Summary:
LUMO (spin up / spin down) (eV): -4.66 / -4.66
Energy above the lowest of the compared OMol25 structures with the same formula, charge and spin (kcal/mol): 73.76
Maximum force (eV/Å): 5.80
Highest occupied orbital energy (spin up / spin down) (eV): -11.4 / -11.4
Spin multiplicity: 1
Orbital gap (spin up / spin down) (Eh): 0.2484 / 0.2484
Charge: +1



# 3
C4H13N2S | the ωB97M-V functional and the def2-TZVPD basis

Last column: Löwdin charge in e.
Cartesian coordinates (Å):
C1 1.49 1.09 0.85  -0.1991
C2 1.43 -0.45 0.93  -0.4060
C3 1.07 -0.91 2.33  -0.8170
S1 2.26 -0.35 3.58  0.0819
H1 0.64 1.52 1.42  0.0685
H2 1.56 1.56 -0.15  0.0460
H3 2.38 1.36 1.42  0.0193
H4 0.76 -0.83 0.13  0.0708
H5 2.45 -0.84 0.72  0.0827
H6 1.05 -2.02 2.31  0.0279
H7 0.06 -0.54 2.60  0.0300
N1 -2.16 -1.05 -1.81  -0.0244
C4 -2.03 0.34 -2.11  -0.4118
N2 -0.93 1.10 -1.54  -0.0080
H8 -1.65 -1.70 -2.39  0.0585
H9 -2.48 -1.40 -0.90  0.0765
H10 -1.96 0.43 -3.20  0.1011
H11 -2.96 0.85 -1.78  0.1003
H12 -0.93 1.05 -0.52  0.0524
H13 -0.03 0.80 -1.89  0.0506

Summary:
LUMO (eV): 3.26
Energy above the lowest of the compared OMol25 structures with the same formula, charge and spin (kcal/mol): 18.30
Maximum force (eV/Å): 1.58
Highest occupied orbital energy (eV): -2.2
Spin multiplicity: 1
Orbital gap (Eh): 0.2023
Charge: -1



# 4
C11H8AuN4O10 | the ωB97M-V functional and the def2-TZVPD basis

Last column: Löwdin charge in e.
Cartesian coordinates (Å):
Au1 -0.94 -1.40 0.68  1.1716
N1 -1.98 -1.98 2.57  -0.0409
C1 -2.96 -1.00 2.93  -0.1773
C2 -3.59 -0.36 1.66  -0.4929
O1 -4.81 -0.42 1.51  0.0703
N2 -2.77 0.32 0.77  0.1038
C3 -3.23 0.37 -0.64  -0.1141
C4 -3.11 -0.99 -1.40  -0.6025
O2 -3.64 -1.20 -2.49  0.0478
O3 -2.50 -1.88 -0.66  -0.1910
H1 -2.43 -2.90 2.66  0.1275
H2 -1.13 -1.82 3.10  0.0684
H3 -2.52 -0.19 3.53  0.1324
H4 -3.80 -1.43 3.45  0.1156
H5 -2.55 1.09 -1.07  0.0918
H6 -4.29 0.69 -0.80  0.1383
O4 2.87 -0.87 2.33  0.0675
C5 1.94 -0.74 1.59  -0.5625
O5 0.69 -1.00 1.98  -0.2098
C6 2.14 -0.08 0.19  -0.0273
C7 3.47 0.29 0.00  0.0418
C8 3.86 1.02 -1.08  -0.1519
C9 2.94 1.53 -2.01  0.0945
C10 1.63 1.06 -1.88  -0.0645
C11 1.18 0.19 -0.82  -0.3150
O6 -0.01 -0.18 -0.86  -0.0955
N3 0.67 1.67 -2.77  -0.3381
O7 -0.28 2.26 -2.27  0.0806
O8 0.78 1.57 -4.01  0.0570
N4 5.27 1.35 -1.28  -0.3632
O9 6.09 0.73 -0.66  0.0740
O10 5.60 2.18 -2.15  0.0243
H7 4.19 -0.12 0.66  0.1193
H8 3.24 2.23 -2.76  0.1200

Summary:
LUMO (spin up / spin down) (eV): 2.33 / 0.18
Energy above the lowest of the compared OMol25 structures with the same formula, charge and spin (kcal/mol): 7.85
Maximum force (eV/Å): 2.87
Highest occupied orbital energy (spin up / spin down) (eV): -5.9 / -6.0
Spin multiplicity: 3
Orbital gap (spin up / spin down) (Eh): 0.3018 / 0.2286
Charge: -1



# 5
C36H51ClIrN3OP2 | the ωB97M-V functional and the def2-TZVPD basis

Last column: Löwdin charge in e.
Cartesian coordinates (Å):
C1 0.03 2.64 0.09  -0.3286
C2 -1.58 1.62 -1.26  -0.3224
C3 -0.24 3.89 -0.47  0.0356
C4 -2.05 2.90 -1.70  0.0443
C5 -1.35 4.03 -1.31  0.0126
H1 0.42 4.72 -0.22  0.1430
H2 -2.86 2.92 -2.42  0.1398
H3 -1.64 5.01 -1.67  0.1389
N1 -0.78 1.59 -0.15  -0.0434
P1 0.80 0.97 2.08  1.0962
P2 -1.21 -1.19 -1.77  1.1462
C6 1.23 2.40 0.97  -0.2174
H4 2.12 2.16 0.37  0.0915
H5 1.49 3.31 1.53  0.0950
C7 0.45 -2.16 0.68  -0.3510
O1 0.88 -3.24 0.74  0.1571
C8 -1.81 0.46 -2.00  -0.1763
H6 -2.56 0.58 -2.79  0.1134
C9 -0.45 -1.30 -3.61  -0.5941
C10 -2.59 -2.58 -1.70  -0.6089
C11 2.45 0.35 2.71  -0.6705
C12 -0.19 1.96 3.40  -0.6216
C13 0.80 -2.18 -3.47  -0.0696
H7 0.56 -3.18 -3.08  0.0824
H8 1.26 -2.31 -4.47  0.1130
H9 1.55 -1.73 -2.82  0.0555
C14 -1.41 -1.90 -4.65  -0.0802
H10 -1.74 -2.92 -4.44  0.0691
H11 -2.28 -1.25 -4.79  0.0880
H12 -0.88 -1.93 -5.62  0.1187
C15 -0.11 0.07 -4.21  -0.0825
H13 0.54 -0.08 -5.08  0.1195
H14 -1.02 0.58 -4.57  0.0956
H15 0.39 0.76 -3.53  0.0347
C16 -1.95 -3.94 -2.04  -0.0603
H16 -1.13 -4.17 -1.34  0.0888
H17 -2.71 -4.72 -1.94  0.1185
H18 -1.55 -4.01 -3.06  0.0646
C17 -3.18 -2.75 -0.30  -0.1000
H19 -2.42 -3.00 0.45  0.0684
H20 -3.72 -1.86 0.03  0.0734
H21 -3.90 -3.58 -0.32  0.1176
C18 -3.78 -2.21 -2.59  -0.0579
H22 -3.55 -2.18 -3.66  0.0635
H23 -4.56 -2.96 -2.45  0.1214
H24 -4.19 -1.23 -2.29  0.0928
C19 -0.41 1.05 4.61  -0.0692
H25 -1.09 1.57 5.31  0.1112
H26 -0.88 0.11 4.33  0.0582
H27 0.52 0.85 5.16  0.0835
C20 -1.56 2.37 2.84  -0.0704
H28 -1.47 3.11 2.03  0.0795
H29 -2.13 1.52 2.47  0.0431
H30 -2.14 2.84 3.65  0.1164
C21 0.49 3.28 3.85  -0.0595
H31 -0.11 3.69 4.67  0.1164
H32 1.51 3.15 4.21  0.0679
H33 0.49 4.03 3.05  0.0846
C22 3.38 0.06 1.52  -0.0858
H34 3.66 0.97 0.98  0.0844
H35 4.30 -0.41 1.91  0.1164
H36 2.92 -0.64 0.82  0.0486
C23 2.22 -0.97 3.48  -0.0731
H37 1.89 -1.77 2.81  0.0542
H38 3.17 -1.28 3.93  0.1144
H39 1.48 -0.86 4.28  0.0725
C24 3.12 1.38 3.63  -0.0652
H40 3.26 2.35 3.13  0.0949
H41 2.57 1.52 4.57  0.0811
H42 4.12 1.01 3.89  0.1131
Ir1 -0.22 -0.46 0.46  1.0495
N2 1.00 0.12 -0.84  -0.0723
C25 1.59 0.53 -1.77  -0.0631
C26 2.84 0.72 -2.47  -0.2148
C27 3.92 -0.12 -2.13  -0.0216
C28 3.00 1.70 -3.47  -0.0166
C29 5.15 0.04 -2.77  -0.0271
H43 3.79 -0.90 -1.38  0.1177
C30 4.23 1.83 -4.13  -0.0271
H44 2.16 2.34 -3.73  0.1226
C31 5.30 1.01 -3.77  -0.0156
H45 5.99 -0.60 -2.49  0.1296
H46 4.34 2.57 -4.93  0.1295
H47 6.25 1.10 -4.30  0.1309
Cl1 -1.76 -3.40 5.25  0.9282
C32 -2.28 -2.34 4.02  -0.5859
C33 -3.57 -1.82 4.01  -0.0825
C34 -3.90 -0.93 2.99  -0.0029
C35 -2.95 -0.61 2.03  -0.1830
N3 -1.70 -1.11 2.05  -0.1364
C36 -1.36 -1.99 3.02  -0.1706
H48 -4.28 -2.12 4.78  0.1269
H49 -4.88 -0.47 2.92  0.1376
H50 -3.20 0.07 1.20  0.1185
H51 -0.36 -2.42 3.04  0.0970

Summary:
LUMO (spin up / spin down) (eV): -8.12 / -12.45
Energy above the lowest of the compared OMol25 structures with the same formula, charge and spin (kcal/mol): 0.00
Maximum force (eV/Å): 5.74
Highest occupied orbital energy (spin up / spin down) (eV): -13.8 / -16.9
Spin multiplicity: 6
Orbital gap (spin up / spin down) (Eh): 0.2081 / 0.1645
Charge: +3



# 6
C16H11N3O4PdS4 | the ωB97M-V functional and the def2-TZVPD basis

Last column: Löwdin charge in e.
Cartesian coordinates (Å):
Pd1 -1.43 -1.04 1.32  0.4110
S1 -1.17 -1.38 3.61  0.6538
C1 -2.15 -2.73 4.02  -0.7533
C2 -2.19 -3.04 5.41  -0.3369
N1 -2.22 -3.27 6.54  0.1183
C3 -2.86 -3.51 3.12  -0.8015
S2 -2.94 -3.27 1.43  0.6692
C4 -3.60 -4.63 3.60  -0.3328
N2 -4.21 -5.54 3.95  0.1220
O1 -0.53 -2.00 -0.70  -0.2336
N3 0.52 -1.50 -1.27  -0.2416
C5 0.52 -1.34 -2.61  -0.0568
C6 1.62 -0.90 -3.30  -0.1145
C7 2.79 -0.60 -2.59  -0.1296
C8 2.78 -0.72 -1.22  -0.1357
C9 1.64 -1.15 -0.52  -0.7394
S3 1.56 -1.27 1.17  0.5347
H1 -0.41 -1.61 -3.08  0.1275
H2 1.57 -0.79 -4.38  0.0838
H3 3.68 -0.26 -3.11  0.0863
H4 3.65 -0.49 -0.63  0.0848
C10 2.76 3.52 -1.39  -0.0659
C11 1.47 2.85 -0.99  -0.2929
C12 0.53 2.48 -1.94  -0.0578
C13 -0.65 1.87 -1.57  -0.0660
C14 -0.91 1.62 -0.23  -0.2816
C15 0.03 1.97 0.74  -0.0795
C16 1.21 2.59 0.35  -0.0495
S4 -2.57 1.11 0.23  0.3902
O2 -2.83 -0.21 -0.36  -0.4012
O3 -3.39 2.15 -0.37  -0.3506
O4 -2.60 1.12 1.69  -0.3972
H5 2.65 4.02 -2.36  0.0655
H6 3.56 2.79 -1.48  0.0716
H7 3.06 4.27 -0.65  0.0677
H8 0.74 2.67 -2.99  0.1027
H9 -1.41 1.60 -2.30  0.1169
H10 -0.19 1.78 1.78  0.1029
H11 1.94 2.85 1.10  0.1088

Summary:
LUMO (spin up / spin down) (eV): 4.45 / 3.85
Energy above the lowest of the compared OMol25 structures with the same formula, charge and spin (kcal/mol): 28.73
Maximum force (eV/Å): 2.34
Highest occupied orbital energy (spin up / spin down) (eV): -1.8 / -1.7
Spin multiplicity: 3
Orbital gap (spin up / spin down) (Eh): 0.2286 / 0.2053
Charge: -2